A 3-piece molecular cluster, C2H6IN3 overall. Source: the Open Molecules 2025 dataset; level of theory: the ωB97M-V functional and the def2-TZVPD basis.

Results
- ΔE to the lowest compared entry with this formula, charge and spin: 133.2 kJ/mol

XYZ file:
```
12
Properties=species:S:1:pos:R:3:lowdin_charge:R:1
C -0.85065 2.21608 0.53435 -0.08
C 0.39267 -1.35895 1.18312 -0.06
N -1.06686 3.27049 0.07128 0.10
N 0.78400 -0.42016 -0.88379 0.01
N -0.02740 -0.86578 0.08489 -0.19
I -3.36023 0.10426 -0.46438 0.29
H -0.26848 -1.73816 1.91888 0.05
H 1.33065 -1.38641 1.65201 0.04
H -1.01180 4.17114 -0.22234 0.03
H 1.74726 -0.42564 -0.60534 0.08
H 0.43031 -0.74892 -1.76810 0.09
H -1.85458 0.37508 0.25343 -0.36
```


C6H9FO3Sr as an isolated structure. Source: the Open Molecules 2025 dataset; level of theory: the ωB97M-V functional and the def2-TZVPD basis.

Results
- Charge: +2

XYZ file:
```
20
Properties=species:S:1:pos:R:3:lowdin_charge:R:1
C 0.72528 -2.60588 0.16904 0.02
C 1.37892 -1.60475 0.28426 -0.01
C 2.13128 -0.36077 0.40333 -0.18
O 1.92652 0.45775 -0.71857 -0.03
C 0.78500 1.29686 -0.88282 -0.36
O 1.17992 2.61154 -0.94136 0.07
C -0.35613 1.09218 0.13463 -0.03
O -1.49589 0.56412 -0.60570 -0.02
C -2.56037 0.22302 0.04707 -0.06
F -2.62456 -1.41309 0.07477 -0.43
H 0.30524 -3.52307 -0.14032 -0.03
H 3.19464 -0.60325 0.42401 0.16
H 1.89448 0.10792 1.36293 0.15
H 0.36977 1.06853 -1.86341 0.17
H 1.85121 2.81427 -0.27927 0.13
H -0.63037 2.07435 0.50795 0.15
H -0.14299 0.42595 0.96785 0.12
H -3.48730 0.40042 -0.48216 0.15
H -2.57702 0.43412 1.11314 0.15
Sr -1.86765 -3.46023 0.42462 1.86
```


C11H24MgNO11 as an isolated structure. Source: the Open Molecules 2025 dataset; level of theory: the ωB97M-V functional and the def2-TZVPD basis.

Results
- ΔE to the lowest compared entry with this formula, charge and spin: 0.0 kJ/mol
- Charge: -1

XYZ file:
```
48
Properties=species:S:1:pos:R:3:lowdin_charge:R:1
Mg 11.62266 -24.16038 -9.82627 0.71
C 14.29836 -20.63793 -10.01825 -0.07
C 13.09424 -21.47582 -10.53160 -0.56
C 12.81418 -21.18094 -12.05675 -0.08
O 13.05618 -22.85446 -10.33026 -0.29
H 14.88457 -20.15497 -10.80599 0.05
H 15.09822 -21.27622 -9.63262 0.07
H 14.02676 -19.93554 -9.23228 0.06
H 12.26195 -20.96806 -10.02847 0.11
H 12.74549 -20.10312 -12.22337 0.06
H 11.96307 -21.73137 -12.45564 0.04
H 13.71208 -21.50121 -12.59537 0.04
C 11.04031 -26.13420 -14.03983 0.00
N 12.32738 -25.41967 -14.42646 -0.31
C 12.92231 -26.25661 -15.58061 0.01
C 11.91890 -24.00169 -14.88443 0.04
C 13.34859 -25.35198 -13.23697 -0.04
C 14.60293 -24.55751 -13.46956 -0.21
O 15.40166 -25.18750 -14.46446 -0.08
H 10.36019 -26.08747 -14.88949 0.10
H 10.47689 -25.63945 -13.24573 0.09
H 11.26296 -27.12900 -13.65921 0.10
H 12.18551 -26.33471 -16.37925 0.09
H 13.14929 -27.25875 -15.22578 0.11
H 13.77579 -25.67301 -15.91559 0.08
H 11.22769 -24.12090 -15.71672 0.10
H 12.83229 -23.56248 -15.28120 0.10
H 11.51247 -23.56997 -13.97093 0.09
H 13.54262 -26.41755 -13.13154 0.14
H 12.78428 -24.85919 -12.46104 0.11
H 15.28806 -24.58544 -12.61771 0.14
H 14.45284 -23.47402 -13.46277 0.11
H 16.30141 -25.22349 -14.13647 0.09
O 8.43603 -22.82045 -11.47945 0.12
C 9.51567 -23.35313 -10.87089 -0.76
O 9.76107 -23.42150 -9.66559 0.03
O 10.38744 -23.92134 -11.57418 -0.08
H 8.59654 -23.03238 -12.40458 0.10
O 10.78185 -27.94722 -11.13424 0.07
C 11.88960 -27.34947 -10.62700 -0.79
O 12.93390 -28.02001 -10.44566 -0.03
O 11.84998 -26.11666 -10.37279 -0.05
H 11.23806 -28.75199 -11.42401 0.10
O 13.57319 -24.31303 -6.28796 0.06
C 12.27899 -24.23035 -6.69865 -0.80
O 11.98067 -24.45923 -7.89672 -0.04
O 11.45350 -24.01488 -5.79223 -0.02
H 13.09298 -24.21940 -5.41917 0.09
```


C11H16F4K3N2O17S4 as an isolated structure. Source: the Open Molecules 2025 dataset; level of theory: the ωB97M-V functional and the def2-TZVPD basis.

Results
- ΔE to the lowest compared entry with this formula, charge and spin: 409.0 kJ/mol
- Charge: +1

XYZ file:
```
57
Properties=species:S:1:pos:R:3:lowdin_charge:R:1
K 2.01200 -1.96440 -2.49136 0.97
K -0.20931 -2.09517 2.87531 0.97
K 4.22360 6.63169 -3.51640 0.99
N -1.85220 -4.38058 -1.05881 -0.28
S -1.70586 -6.04354 -1.39010 0.59
O -2.24231 -6.58251 -2.63133 -0.26
O -1.73637 -6.89368 -0.19040 -0.29
F -0.13513 -6.03582 -1.74576 -0.23
S -3.27647 -4.40218 -1.26892 0.29
O -4.06475 -5.02265 -0.31159 -0.24
O -3.86482 -4.25572 -2.58585 -0.28
F -3.48618 -2.89730 -0.66384 -0.26
N 1.85234 1.84315 1.00275 -0.33
S 0.84917 3.23291 0.84751 0.62
O 1.38867 4.23758 -0.05962 -0.32
O 0.14622 3.57586 2.10622 -0.30
F -0.34297 2.61268 -0.08039 -0.23
S 3.07528 2.52082 1.64923 0.42
O 2.94544 2.74374 3.10875 -0.31
O 3.69501 3.58893 0.90731 -0.32
F 4.03387 1.29544 1.41956 -0.20
C -6.55826 6.14197 1.53177 -0.14
C -6.32526 5.77754 3.00445 -0.09
O -7.63497 6.01753 3.52739 0.08
C -8.25579 6.86257 2.70432 -0.57
O -9.39680 7.36801 2.84258 0.10
O -7.70738 6.88411 1.54587 0.10
H -6.61828 5.27283 0.87673 0.13
H -5.85819 6.79327 1.00850 0.13
H -5.65121 6.39815 3.59486 0.13
H -5.97558 4.74517 3.01026 0.13
C 7.33020 -2.69546 5.78288 -0.02
C 8.06781 -3.67292 6.67994 -0.30
C 7.15743 -4.57076 7.50549 -0.10
O 7.72759 -5.85693 7.28507 0.09
C 8.53146 -5.82960 6.23803 -0.57
O 8.92327 -6.89892 5.75260 0.11
O 8.75013 -4.60294 5.80951 0.10
H 7.00425 -1.82831 6.35725 0.09
H 6.46023 -3.18737 5.34784 0.09
H 8.06047 -2.29320 5.08072 0.09
H 8.74134 -3.28316 7.44319 0.16
H 6.10348 -4.47365 7.24502 0.13
H 7.15306 -4.25287 8.54810 0.13
C -2.88778 0.13963 -9.59267 -0.01
C -2.89341 0.92415 -8.25396 -0.30
C -2.46348 0.14848 -6.97866 -0.06
O -1.57187 1.02218 -6.20861 0.08
C -1.32762 2.05236 -7.00150 -0.57
O -0.49741 2.90352 -6.67948 0.10
O -1.85117 1.86543 -8.21284 0.08
H -1.89730 -0.25668 -9.81628 0.09
H -3.06873 0.78810 -10.44990 0.08
H -3.66410 -0.62496 -9.56394 0.09
H -3.85064 1.42630 -8.11374 0.15
H -2.00559 -0.76878 -7.34888 0.13
H -3.35515 -0.14405 -6.42418 0.13
```


C42H50CuN4P2 as an isolated structure. Source: the Open Molecules 2025 dataset; level of theory: the ωB97M-V functional and the def2-TZVPD basis.

Results
- ΔE to the lowest compared entry with this formula, charge and spin: 10.8 kJ/mol
- Charge: -1

XYZ file:
```
99
Properties=species:S:1:pos:R:3:lowdin_charge:R:1
Cu -0.23522 0.47509 -0.26258 0.09
C -2.41519 1.40196 3.54192 -0.13
C -1.90604 -0.02472 3.31104 -0.57
C -2.87795 -0.80691 2.43156 -0.11
P -0.24307 0.09546 2.50040 1.10
C 0.83718 0.62964 3.92258 -0.55
C 0.84095 -0.16946 5.22164 -0.13
C 2.26422 0.78501 3.39379 -0.13
C 0.19445 -1.67152 2.24415 -0.28
C -0.04821 -2.63294 3.23256 -0.09
C 0.23871 -3.97999 3.08718 -0.30
C -0.00282 -4.96910 4.19823 -0.07
C 0.78033 -4.36962 1.85935 -0.06
C 1.01960 -3.45959 0.85386 -0.04
C 0.73437 -2.07793 0.99634 -0.30
N 0.85857 -1.19613 -0.05414 -0.03
C 1.84558 -1.37806 -0.99398 -0.33
C 3.10813 -1.94024 -0.69286 -0.05
C 4.08998 -2.09872 -1.65071 -0.06
C 3.89041 -1.70955 -2.97433 -0.30
C 4.96095 -1.87385 -4.02310 -0.07
C 2.66341 -1.12956 -3.27028 -0.06
C 1.65558 -0.92148 -2.32810 -0.28
P 0.06685 -0.08789 -2.71218 1.09
C 0.38564 1.10665 -4.11416 -0.54
C 1.42501 2.14850 -3.69832 -0.12
C 0.65994 0.59979 -5.53384 -0.12
C -0.88811 -1.44556 -3.53027 -0.56
C -1.11999 -2.55754 -2.50617 -0.12
C -2.21989 -0.90466 -4.04971 -0.13
H -3.41073 1.38838 3.99642 0.07
H -2.48203 1.94179 2.59200 0.06
H -1.75656 1.96934 4.20442 0.06
H -1.82262 -0.53057 4.27791 0.08
H -2.90446 -0.38181 1.42666 0.04
H -3.88996 -0.75535 2.84623 0.07
H -2.59305 -1.85537 2.33980 0.07
H 0.45436 1.63360 4.14125 0.09
H 1.31715 -1.14119 5.07810 0.07
H -0.16085 -0.33674 5.62295 0.06
H 1.41462 0.36759 5.98463 0.07
H 2.67387 -0.19446 3.12690 0.08
H 2.91662 1.22433 4.15512 0.07
H 2.29964 1.41674 2.50428 0.05
H -0.50506 -2.31265 4.16465 0.09
H -0.87193 -4.68847 4.79697 0.07
H 0.85082 -5.03722 4.87931 0.07
H -0.18147 -5.97170 3.80369 0.07
H 0.99437 -5.41972 1.67918 0.10
H 1.40015 -3.81270 -0.09619 0.10
H 3.30557 -2.24961 0.32617 0.11
H 5.04229 -2.53443 -1.36047 0.10
H 5.72099 -2.58596 -3.69635 0.06
H 5.47177 -0.93189 -4.24306 0.07
H 4.54508 -2.24294 -4.96356 0.07
H 2.47987 -0.82996 -4.29419 0.08
H -0.58033 1.62474 -4.14418 0.09
H 2.41518 1.69396 -3.61413 0.07
H 1.18667 2.59641 -2.73209 0.05
H 1.48192 2.94473 -4.44734 0.07
H 1.70645 0.32851 -5.67243 0.06
H 0.44720 1.39699 -6.25360 0.07
H 0.04969 -0.25997 -5.81071 0.05
H -0.30108 -1.84991 -4.36143 0.10
H -1.59342 -2.16203 -1.60298 0.07
H -0.18122 -3.02008 -2.19787 0.06
H -1.76909 -3.33316 -2.92427 0.07
H -2.78327 -0.43416 -3.23814 0.07
H -2.83219 -1.71320 -4.45989 0.07
H -2.08930 -0.15496 -4.83286 0.06
N -1.67603 10.54107 0.70560 0.14
C -1.50301 9.41148 0.58229 -0.19
C -1.28255 7.98652 0.42704 -0.24
C -1.78501 7.10073 1.37382 -0.02
C -1.57536 5.74046 1.21957 -0.01
C -0.85830 5.25344 0.13107 -0.19
C -0.35697 6.14968 -0.80837 -0.01
C -0.56907 7.51146 -0.66780 -0.02
C -0.63616 3.78067 -0.02740 -0.04
C 0.69098 3.36246 0.02465 -0.26
C 1.83996 4.17301 0.32696 -0.04
C 2.92454 3.33929 0.26925 -0.08
C 2.40859 2.04678 -0.06654 -0.16
N 1.10294 2.05541 -0.20451 0.03
C -1.80324 3.02725 -0.23885 -0.26
C -3.08839 3.57388 -0.55643 -0.05
C -3.91829 2.50822 -0.80256 -0.09
C -3.11835 1.34700 -0.60965 -0.19
N -1.87215 1.63751 -0.28209 0.01
H -2.33868 7.47980 2.22241 0.12
H -1.96773 5.03952 1.94510 0.13
H 0.19771 5.76615 -1.65463 0.13
H -0.18539 8.20790 -1.40156 0.12
H 1.83680 5.22290 0.57349 0.10
H 3.95933 3.59253 0.44413 0.08
H 2.96429 1.12666 -0.21014 0.11
H -3.33805 4.62143 -0.61870 0.10
H -4.96147 2.53413 -1.07812 0.08
H -3.43359 0.31568 -0.70220 0.10
```


A 13-piece molecular cluster, C7H37O13 overall. Source: the Open Molecules 2025 dataset; level of theory: the ωB97M-V functional and the def2-TZVPD basis.

Results
- ΔE to the lowest compared entry with this formula, charge and spin: 156.0 kJ/mol
- Charge: -1

XYZ file:
```
57
Properties=species:S:1:pos:R:3:lowdin_charge:R:1
C -2.92347 0.88247 1.64038 -0.23
O -3.11845 -0.54325 1.46142 -0.16
C -1.59038 1.42746 1.09985 -0.15
C -0.40214 0.67630 1.76264 -0.17
C 0.71753 0.34933 0.77532 -0.15
C 2.53007 0.79538 2.52554 0.03
C 1.94881 -0.00554 1.62102 -0.37
C 2.58177 -1.20559 1.06978 -0.07
H -3.82168 1.34206 1.15328 0.11
H -3.07101 1.04476 2.73014 0.11
H -1.45391 1.32969 0.05038 0.06
H -1.56601 2.47461 1.45432 0.12
H 0.12145 1.36646 2.44792 0.09
H -0.84517 -0.06370 2.47017 0.10
H 0.99180 1.12761 0.10336 0.11
H 0.42987 -0.40050 0.04581 0.07
H 3.53597 0.52849 2.84848 0.06
H 2.11257 1.67428 2.97692 0.05
H 3.61994 -1.35771 1.53331 0.10
H 2.68312 -1.21173 0.01153 0.06
H 1.99709 -2.03445 1.45962 0.08
H -1.54163 0.81233 -1.75618 -0.06
H -1.41979 -1.09469 -1.12088 0.04
O -1.21929 -0.04121 -1.99566 -0.32
H -2.87870 -0.77976 4.30346 0.02
H -2.55314 -0.92026 0.71757 0.05
O -2.33213 -1.30808 3.72632 -0.10
H 2.63565 3.66478 -0.60508 -0.03
H 2.01804 4.28117 0.53019 0.02
O 2.88703 3.90732 0.30995 -0.09
H 1.53511 -3.54245 -2.44764 0.00
H 1.06554 -3.84513 -1.07081 -0.02
O 1.85882 -3.82902 -1.59350 -0.08
H -0.95451 2.49635 -3.62977 0.06
H -0.38225 1.25666 -2.94305 0.01
O -0.11787 2.14180 -3.31288 -0.08
H -1.84126 -2.88814 -4.22535 0.05
H -1.44733 -1.42820 -4.15876 -0.01
O -1.69344 -2.09840 -4.78862 -0.06
H 0.38678 4.08464 -0.89941 -0.01
H -0.46356 4.45414 -2.02383 0.05
O -0.30939 4.73599 -1.07859 -0.07
H -1.54965 -3.70324 -1.41539 0.01
H -1.09106 -4.70912 -0.50964 0.05
O -0.90775 -4.43389 -1.42752 -0.08
H -1.05090 -1.92807 0.24569 0.03
H -2.88206 -1.30982 2.86967 0.03
O -1.78692 -1.91960 -0.39293 -0.19
H 1.48413 -0.90136 -2.01310 0.03
H 0.33743 -1.08292 -2.98184 -0.02
O 1.19926 -1.43368 -2.77019 -0.05
H 0.09714 -1.77241 4.11054 0.03
H 1.77122 -1.75661 4.31980 0.02
O 0.96098 -2.23504 4.16832 -0.07
H 2.43991 3.14257 -3.04669 0.06
H 1.15295 2.75631 -2.18658 0.02
O 2.11490 3.03063 -2.14880 -0.08
```


Frontier orbital gap
In order: 9.8408 7.7989 6.4675 6.5211 5.4876 9.0156
Unit: eV